i) Below is C3H5ClOS in the gas phase, with properties calculated with ωB97M-V with the def2-TZVPD basis set.

Its structure (SMILES) is O=C(CS)CCl. The HOMO energy comes out at -9.49 eV.

```
! RIJCOSX wB97M-V def2-TZVPD def2/J DEFGRID3
* xyz 0 1
C -0.206 -0.473 1.178
C 0.506 -0.814 -0.100
C 0.324 0.100 -1.310
H -1.092 1.800 0.595
H -1.215 -0.875 1.227
H 0.390 -0.868 2.008
H 0.683 1.091 -1.121
H 0.887 -0.418 -2.192
O 1.499 -1.449 -0.095
S -0.479 1.288 1.607
Cl -1.297 0.618 -1.797
*
```


ii) Below is C3H5ClOS in the gas phase, with properties calculated with ωB97M-V with the def2-TZVPD basis set.

The HOMO energy (alpha / beta) comes out at -8.59 / -8.59 eV.

```
! RIJCOSX wB97M-V def2-TZVPD def2/J DEFGRID3
* xyz 0 1
C 1.114 -0.295 0.098
C -0.186 -0.885 -0.287
C 0.082 1.650 0.061
O 1.064 0.930 0.641
S -1.157 0.690 -0.666
Cl -3.008 -0.833 0.298
H 1.581 -0.888 0.891
H 1.686 -0.177 -0.873
H -0.185 -1.660 -1.133
H -0.805 -1.211 0.556
H -0.187 2.679 0.413
*
```


Short version: ii) is the least stable of them.


i) Below is a 2-piece molecular cluster, C5H11N2O overall, with properties calculated with ωB97M-V with the def2-TZVPD basis set.

The HOMO energy comes out at -2.73 eV.

```
! RIJCOSX wB97M-V def2-TZVPD def2/J DEFGRID3
* xyz -1 1
C 0.392 -2.062 2.510
N 1.142 -2.349 1.283
C 0.335 -1.951 0.081
O 0.027 -0.640 -0.003
H 0.008 -1.041 2.553
H 1.020 -2.241 3.415
H -0.488 -2.708 2.524
H 1.968 -1.742 1.267
H -0.608 -2.601 0.155
H 0.912 -2.343 -0.777
C -0.854 2.041 -0.385
C -2.018 2.538 -0.886
C 0.589 1.239 -2.022
N 0.381 2.075 -1.063
H -0.803 1.627 0.576
H -2.023 3.035 -1.866
H -2.930 2.437 -0.283
H 1.536 1.312 -2.564
H -0.133 0.474 -2.303
*
```


ii) Below is an isolated ion of composition C5H11N2O and charge -1, with properties calculated with ωB97M-V with the def2-TZVPD basis set.

Its structure (SMILES) is N/C=N\CCCC[O-]. The HOMO energy comes out at -2.30 eV.

```
! RIJCOSX wB97M-V def2-TZVPD def2/J DEFGRID3
* xyz -1 1
C 1.868 -0.047 0.258
O 2.817 0.253 1.168
C 0.901 -1.034 1.067
C -0.467 -1.414 0.593
C -1.388 -0.080 0.714
N -0.575 1.635 -1.655
C -1.521 0.678 -1.544
N -2.037 -0.050 -0.617
H 1.255 0.783 -0.045
H 2.326 -0.535 -0.679
H 0.889 -0.512 2.105
H 1.508 -1.944 1.245
H -0.526 -1.591 -0.469
H -0.848 -2.198 1.324
H -0.852 0.780 1.179
H -2.297 -0.337 1.289
H 0.050 1.539 -0.783
H -0.252 1.846 -2.542
H -1.864 0.429 -2.589
*
```


Short version: ii) is the least stable of them.


i) Below is C5H11N2 as an isolated structure, with properties calculated with ωB97M-V with the def2-TZVPD basis set.

The HOMO energy comes out at -13.23 eV.

```
! RIJCOSX wB97M-V def2-TZVPD def2/J DEFGRID3
* xyz 1 1
C -0.208 1.808 -2.258
C 1.931 -1.551 1.350
C -1.737 0.795 0.533
C 0.907 -0.672 0.922
C -0.855 0.056 -0.451
N 0.272 1.214 -1.334
N -0.006 -0.920 0.095
H 0.296 2.687 -2.647
H 2.050 -1.214 2.352
H 1.514 -2.503 1.336
H 2.843 -1.772 0.708
H -2.029 0.034 1.257
H -1.016 1.388 1.067
H -2.590 1.244 0.144
H -1.239 1.517 -2.784
H 1.067 0.314 1.292
H -1.236 -0.525 -1.341
H 0.034 -1.900 -0.242
*
```


ii) Below is a 2-piece molecular cluster, C5H11N2 overall, with properties calculated with ωB97M-V with the def2-TZVPD basis set.

The HOMO energy comes out at -13.15 eV.

```
! RIJCOSX wB97M-V def2-TZVPD def2/J DEFGRID3
* xyz 1 1
C 0.264 -2.092 -0.572
C 1.107 1.450 -1.319
C 1.079 -1.035 -1.202
C 1.057 0.228 -0.991
C -1.094 1.039 1.686
N -1.922 0.793 0.681
N 0.138 0.494 1.770
H -0.758 -1.834 -0.795
H 0.567 -2.906 -1.352
H 0.271 1.871 -1.795
H 1.859 2.205 -1.063
H 1.522 -1.405 -2.159
H 0.509 -2.453 0.417
H -1.462 1.424 2.649
H -2.779 1.325 0.514
H -1.644 0.132 -0.042
H 0.791 0.793 2.535
H 0.496 -0.031 1.037
*
```


Short version: i) is the least stable of them.


i) Below is C5H11N2 as an isolated structure, with properties calculated with ωB97M-V with the def2-TZVPD basis set.

The HOMO energy comes out at -13.47 eV.

```
! RIJCOSX wB97M-V def2-TZVPD def2/J DEFGRID3
* xyz 1 1
C -1.321 1.013 -0.927
C 1.032 -0.105 0.447
C 0.000 0.761 -0.165
C 2.235 -0.490 -0.448
C -2.284 -0.908 0.220
N -1.858 0.464 0.301
N 0.840 1.355 0.849
H -1.595 2.070 -0.994
H -1.316 0.577 -1.907
H 0.985 -0.752 1.321
H 1.844 -1.419 -0.932
H 2.910 -0.931 0.315
H 2.629 0.322 -1.078
H -2.134 -1.217 -0.823
H -1.548 -1.392 0.856
H -3.347 -1.095 0.397
H 0.722 1.695 1.816
H 1.586 1.867 0.346
*
```


ii) Below is an isolated ion of composition C5H11N2 and charge +1, with properties calculated with ωB97M-V with the def2-TZVPD basis set.

Its structure (SMILES) is C=[N+]=CC(C)(C)N. The HOMO energy comes out at -15.28 eV.

```
! RIJCOSX wB97M-V def2-TZVPD def2/J DEFGRID3
* xyz 1 1
C 0.628 1.166 -0.051
C 2.291 -0.405 0.034
C -0.439 0.039 -0.058
C -1.216 0.300 -1.338
C -1.245 0.236 1.273
N 1.791 0.817 0.103
N 0.395 -1.176 -0.063
H 0.343 2.193 -0.001
H 2.676 -0.971 -0.867
H 2.874 -0.726 0.884
H -0.770 1.105 -1.796
H -2.305 0.596 -1.200
H -1.332 -0.473 -2.109
H -0.455 0.131 2.113
H -2.045 -0.589 1.421
H -1.737 1.221 1.490
H 0.074 -1.881 -0.759
H 0.471 -1.583 0.923
*
```


iii) Below is an isolated ion of composition C5H11N2 and charge +1, with properties calculated with ωB97M-V with the def2-TZVPD basis set.

Its structure (SMILES) is C=C[C@H](C)/[NH+]=C/N. The HOMO energy comes out at -13.76 eV.

```
! RIJCOSX wB97M-V def2-TZVPD def2/J DEFGRID3
* xyz 1 1
C -2.487 -0.834 -0.520
C -1.331 -0.618 -1.048
C 1.120 -0.478 1.521
C 0.094 1.568 -1.186
C -0.396 0.584 -0.152
N 2.240 -1.088 1.950
N 0.792 -0.146 0.326
H -3.063 -1.745 -0.781
H -2.884 -0.120 0.244
H -0.898 -1.170 -1.856
H 0.359 -0.227 2.430
H -0.767 1.895 -1.828
H 0.603 1.111 -2.017
H 0.707 2.309 -0.817
H -1.038 1.039 0.637
H 2.390 -1.296 2.915
H 2.929 -1.524 1.328
H 1.573 -0.338 -0.252
*
```


Short version: i) is the least stable of them.


i) Below is an isolated ion of composition C5H11N2 and charge +1, with properties calculated with ωB97M-V with the def2-TZVPD basis set.

Its structure (SMILES) is C=CN1C[C@H]1[NH2+]C. The HOMO energy comes out at -13.59 eV.

```
! RIJCOSX wB97M-V def2-TZVPD def2/J DEFGRID3
* xyz 1 1
C -2.466 -1.172 0.036
C -2.262 0.061 0.373
C -0.299 1.775 -0.223
C 0.157 0.405 -0.310
C 2.106 -1.158 0.163
N -0.788 0.680 0.651
N 1.648 0.251 0.259
H -3.390 -1.543 -0.458
H -1.593 -1.783 -0.251
H -2.927 0.900 0.315
H 0.486 2.451 0.243
H -0.883 2.219 -0.920
H -0.104 -0.173 -1.168
H 2.323 -1.279 -0.937
H 2.925 -1.444 0.892
H 1.267 -1.733 0.421
H 2.197 0.857 -0.303
H 1.603 0.686 1.216
*
```


ii) Below is a 2-piece molecular cluster, C5H11N2 overall, with properties calculated with ωB97M-V with the def2-TZVPD basis set.

The HOMO energy comes out at -12.71 eV.

```
! RIJCOSX wB97M-V def2-TZVPD def2/J DEFGRID3
* xyz 1 1
C -0.591 -2.170 -1.001
C -2.547 -1.089 -1.586
N -1.903 -1.646 -0.655
H 0.241 -1.613 -0.562
H -0.342 -2.216 -2.071
H -0.520 -3.189 -0.628
H -3.588 -0.825 -1.429
H -2.122 -0.842 -2.566
C 0.498 0.993 0.879
C 0.086 1.153 -0.373
C 2.182 1.643 2.461
N 1.638 1.736 1.305
H 0.107 0.375 1.675
H 0.666 1.743 -1.071
H -0.748 0.578 -0.747
H 3.051 2.252 2.668
H 1.755 0.935 3.158
H 2.138 2.182 0.541
*
```


Short version: i) is the least stable of them.